The following is a DFT calculation (ωB97M-V with the def2-TZVPD basis set) of a cluster of 3 separate species, C5H17N2O in total at a distorted geometry.

The energy above the lowest of the compared OMol25 structures with the same formula, charge and spin is 136.49 kcal per mole. Its total charge is +1.

Each line ends with the Löwdin charge.
Positions of all 25 atoms, in Å:
C (-1.198, -1.069, 0.757)  -0.229
N (-2.528, -1.279, 0.042)  -0.034
C (-3.196, 0.186, 0.105)  -0.034
C (-0.155, -0.136, 0.365)  0.132
N (2.735, -0.077, 3.285)  -0.038
C (1.793, -1.196, -0.941)  0.009
C (0.689, -0.030, -0.869)  -0.142
H (-1.581, -0.869, 1.840)  0.173
H (-0.742, -2.032, 0.642)  0.132
H (-2.321, -1.597, -0.948)  0.124
H (-2.456, 0.962, 0.194)  0.055
H (-3.865, 0.247, 1.007)  0.102
H (-3.853, 0.182, -0.721)  0.062
H (-0.199, 0.732, 1.055)  0.149
H (3.559, 0.684, 3.099)  0.091
H (2.026, 0.019, 2.554)  -0.054
H (3.169, -1.032, 3.250)  0.022
H (2.597, -0.949, -1.652)  0.110
H (1.295, -2.129, -1.007)  0.076
H (2.203, -1.004, 0.001)  0.040
H (1.154, 0.939, -0.949)  0.088
H (0.001, -0.199, -1.699)  0.145
H (1.649, 2.716, -2.032)  0.027
H (0.349, 3.557, -2.464)  0.080
O (0.996, 2.841, -2.745)  -0.086

=====

The following is a DFT calculation (ωB97M-V with the def2-TZVPD basis set) of a cluster of 3 separate species, C5H17NO2 in total at a distorted geometry.

The energy above the lowest of the compared OMol25 structures with the same formula, charge and spin is 22.87 kcal per mole. As for the SMILES: CCCCNC.O.O. Its total charge is 0.

Each line ends with the Löwdin charge.
Positions of all 25 atoms, in Å:
C (1.756, 2.158, -0.784)  -0.105
C (0.908, 0.908, -0.512)  -0.263
C (-0.257, 0.999, 0.500)  -0.209
C (-0.049, 1.818, 1.751)  -0.265
N (0.940, 1.255, 2.673)  -0.110
C (2.101, 2.129, 2.959)  -0.121
H (1.102, 2.964, -1.121)  0.073
H (2.463, 2.003, -1.601)  0.073
H (2.210, 2.499, 0.142)  0.036
H (0.531, 0.592, -1.477)  0.094
H (1.583, 0.099, -0.227)  0.094
H (-1.072, 1.361, -0.116)  0.105
H (-0.454, -0.037, 0.750)  0.105
H (0.203, 2.840, 1.458)  0.107
H (-1.022, 1.902, 2.260)  0.108
H (1.301, 0.411, 2.254)  0.083
H (2.631, 2.490, 2.069)  0.055
H (1.718, 3.007, 3.466)  0.073
H (2.732, 1.580, 3.631)  0.068
O (-3.867, -4.575, -4.341)  -0.068
H (-3.158, -4.624, -3.683)  -0.001
H (-4.508, -3.950, -3.993)  0.032
O (-2.428, -5.594, -1.964)  -0.064
H (-1.988, -6.447, -2.113)  0.058
H (-3.376, -5.788, -1.982)  0.044

=====

The following is a DFT calculation (ωB97M-V with the def2-TZVPD basis set) of a cluster of 3 separate species, C5H17NO2S2 in total at a distorted geometry.

The energy above the lowest of the compared OMol25 structures with the same formula, charge and spin is 41.31 kcal per mole. As for the SMILES: CCN[C@H](C)CSS.O.O. Its total charge is 0.

Each line ends with the Löwdin charge.
Positions of all 27 atoms, in Å:
C (-2.453, 1.612, -1.724)  -0.086
C (-2.337, 0.965, -0.287)  -0.303
N (-1.034, 0.594, 0.028)  -0.096
C (0.072, 1.549, 0.550)  -0.363
C (0.581, 2.314, -0.658)  -0.090
C (1.229, 0.997, 1.475)  -0.431
S (2.574, -0.013, 0.644)  0.405
S (1.701, -1.379, -0.577)  0.316
H (-1.837, 1.034, -2.387)  0.048
H (-3.493, 1.278, -2.193)  0.106
H (-2.307, 2.661, -1.600)  0.046
H (-2.735, 1.769, 0.454)  0.145
H (-2.938, 0.062, -0.124)  0.096
H (-0.669, -0.120, -0.456)  -0.025
H (-0.507, 2.228, 1.177)  0.124
H (0.063, 3.363, -0.952)  0.130
H (0.321, 1.739, -1.498)  0.039
H (1.628, 2.440, -0.611)  0.037
H (1.811, 1.918, 1.874)  0.112
H (0.823, 0.434, 2.236)  0.027
H (1.076, -2.259, 0.234)  -0.174
O (-1.430, -2.006, 1.889)  -0.128
H (-1.252, -1.363, 1.095)  0.027
H (-2.243, -2.510, 1.724)  0.027
O (-2.009, -2.359, -1.043)  -0.044
H (-2.135, -1.430, -1.277)  0.011
H (-1.825, -2.827, -1.857)  0.046

=====

In Eh, the HOMO-LUMO gap values for the records above are, in order, 0.218, 0.349, 0.330.